1.
A cluster of 2 separate species, C5H7NO in total. Source: the Open Molecules 2025 dataset; level of theory: ωB97M-V/def2-TZVPD.

E_HOMO: -10.17 eV
HOMO-LUMO gap: 10.83 eV

ORCA input file:
```
! wB97M-V def2-TZVPD RIJCOSX def2/J DEFGRID3
* xyz 0 1
C -0.609 -1.193 0.327
C -0.866 0.051 -0.080
C -2.231 0.679 -0.012
C 0.148 0.891 -0.676
N 0.899 1.631 -1.158
H -1.410 -1.755 0.801
H 0.357 -1.674 0.223
H -2.270 1.518 0.691
H -2.959 -0.077 0.290
H -2.506 1.056 -1.001
C 2.868 -0.276 0.142
O 2.412 -1.305 0.579
H 2.836 -0.023 -0.931
H 3.331 0.478 0.805
*
```

These are the Löwdin partial charges, in e, on atoms 1 to 5:
1 C 0.093
2 C -0.353
3 C -0.062
4 C -0.197
5 N 0.163

***

2.
An isolated molecule of C5H7NO. Source: the Open Molecules 2025 dataset; level of theory: ωB97M-V/def2-TZVPD.

E_HOMO: -10.32 eV
HOMO-LUMO gap: 10.97 eV

ORCA input file:
```
! wB97M-V def2-TZVPD RIJCOSX def2/J DEFGRID3
* xyz 0 1
C 2.019 0.008 -0.302
C 0.737 -0.490 0.318
O 0.706 -1.295 1.216
C -0.582 0.060 -0.275
C -1.813 -0.561 0.385
C -0.586 1.527 -0.177
N -0.576 2.680 -0.082
H 2.862 -0.539 0.121
H 2.141 1.080 -0.110
H 1.995 -0.125 -1.390
H -0.569 -0.180 -1.348
H -1.815 -0.360 1.458
H -2.729 -0.161 -0.058
H -1.791 -1.645 0.245
*
```

These are the Löwdin partial charges, in e, on atoms 1 to 5:
1 C -0.007
2 C -0.411
3 O 0.107
4 C -0.293
5 C -0.054

***

3.
A structure of composition C5H7NO. Source: the Open Molecules 2025 dataset; level of theory: ωB97M-V/def2-TZVPD.

E_HOMO: -9.51 eV
HOMO-LUMO gap: 10.59 eV

ORCA input file:
```
! wB97M-V def2-TZVPD RIJCOSX def2/J DEFGRID3
* xyz 0 1
C -1.225 -1.775 1.381
N -0.089 -0.872 1.325
C 0.179 -0.285 0.255
O -0.475 -0.283 -0.983
C 0.525 0.622 -1.493
C 0.528 1.887 -0.722
C 1.245 0.665 -0.181
H -0.858 -2.768 1.665
H -1.917 -1.447 2.165
H -1.773 -1.859 0.435
H 0.777 0.605 -2.544
H -0.406 2.238 -0.293
H 1.203 2.642 -1.117
H 2.288 0.630 0.106
*
```

These are the Löwdin partial charges, in e, on atoms 1 to 5:
1 C -0.118
2 N 0.063
3 C -0.359
4 O 0.027
5 C -0.224

***

4.
A structure of composition C5H7NO. Source: the Open Molecules 2025 dataset; level of theory: ωB97M-V/def2-TZVPD.

E_HOMO: -8.48 eV
HOMO-LUMO gap: 7.80 eV

ORCA input file:
```
! wB97M-V def2-TZVPD RIJCOSX def2/J DEFGRID3
* xyz 0 1
O -0.247 -2.065 1.205
C -0.651 -1.139 0.253
C -0.687 0.370 0.557
C 0.629 0.992 1.030
C 0.622 1.606 -0.358
N -0.384 0.660 -0.893
C 0.262 -0.702 -0.906
H 0.475 -1.676 1.717
H -1.628 -1.456 -0.123
H -1.553 0.832 1.050
H 1.290 -0.647 -0.506
H 0.162 2.601 -0.210
H 1.535 1.744 -0.949
H 0.284 -1.225 -1.863
*
```

These are the Löwdin partial charges, in e, on atoms 1 to 5:
1 O 0.000
2 C -0.334
3 C -0.289
4 C 0.160
5 C -0.237

***

5.
A structure of composition C5H7NO. Source: the Open Molecules 2025 dataset; level of theory: ωB97M-V/def2-TZVPD.

E_HOMO: -8.58 eV
HOMO-LUMO gap: 9.65 eV

ORCA input file:
```
! wB97M-V def2-TZVPD RIJCOSX def2/J DEFGRID3
* xyz 0 1
C 0.710 0.260 -1.326
C 0.048 -1.033 -0.883
O 0.688 -1.421 0.344
C -0.144 -0.554 1.147
C 0.124 0.953 1.137
N -0.099 1.047 -0.327
C -0.975 -0.161 -0.092
H 1.806 0.293 -1.290
H 0.374 0.598 -2.314
H -0.135 -1.872 -1.564
H -0.417 -1.062 2.077
H -0.945 1.353 1.457
H 0.986 1.451 1.608
H -2.021 0.147 0.025
*
```

These are the Löwdin partial charges, in e, on atoms 1 to 5:
1 C -0.100
2 C -0.211
3 O -0.056
4 C -0.220
5 C -0.124

***

6.
A cluster of 2 separate species, C5H7NO in total. Source: the Open Molecules 2025 dataset; level of theory: ωB97M-V/def2-TZVPD.

E_HOMO (alpha / beta): -9.46 / -9.46 eV
HOMO-LUMO gap (alpha / beta): 7.67 / 7.67 eV

ORCA input file:
```
! wB97M-V def2-TZVPD RIJCOSX def2/J DEFGRID3
* xyz 0 1
C -1.187 -0.858 0.846
C -1.460 0.502 0.354
C 1.190 0.798 -0.527
C 1.958 -0.225 0.258
O 1.847 -1.419 0.096
C -1.934 0.611 -0.966
N -2.360 0.848 -2.029
H -2.216 -1.194 1.078
H -0.631 -0.865 1.787
H -0.765 -1.583 0.138
H 0.356 1.163 0.109
H 0.791 0.357 -1.444
H 1.783 1.689 -0.749
H 2.625 0.176 1.049
*
```

These are the Löwdin partial charges, in e, on atoms 1 to 5:
1 C -0.149
2 C -0.024
3 C -0.057
4 C -0.308
5 O 0.031

***

7.
An isolated molecule of C5H7NO. Source: the Open Molecules 2025 dataset; level of theory: ωB97M-V/def2-TZVPD.

E_HOMO: -9.04 eV
HOMO-LUMO gap: 9.67 eV

ORCA input file:
```
! wB97M-V def2-TZVPD RIJCOSX def2/J DEFGRID3
* xyz 0 1
C -1.566 -1.231 0.653
O -0.170 -1.334 0.295
C 0.423 -0.194 -0.116
C 1.918 -0.083 0.034
C -0.325 0.739 -0.740
C -0.036 2.123 -0.770
N 0.075 3.276 -0.698
H -1.633 -0.801 1.659
H -2.173 -0.601 -0.003
H -1.963 -2.243 0.616
H 2.361 -0.768 0.759
H 2.182 0.948 0.293
H 2.370 -0.279 -0.945
H -1.275 0.437 -1.159
*
```

These are the Löwdin partial charges, in e, on atoms 1 to 5:
1 C -0.045
2 O -0.068
3 C -0.337
4 C 0.006
5 C -0.085

***

8.
A structure of composition C5H7NO. Source: the Open Molecules 2025 dataset; level of theory: ωB97M-V/def2-TZVPD.

E_HOMO: -8.75 eV
HOMO-LUMO gap: 9.49 eV

ORCA input file:
```
! wB97M-V def2-TZVPD RIJCOSX def2/J DEFGRID3
* xyz 0 1
O 1.065 0.929 1.693
C 1.287 1.251 0.550
C 0.502 0.890 -0.669
C 0.366 -0.548 -1.112
C -0.070 -1.371 0.126
C -1.209 -0.404 0.446
N -0.926 0.576 -0.662
H 2.195 1.835 0.293
H 0.718 1.573 -1.491
H -0.805 -0.155 -1.615
H 0.674 -1.488 0.920
H -0.414 -2.361 -0.181
H -1.173 0.090 1.416
H -2.208 -0.818 0.288
*
```

These are the Löwdin partial charges, in e, on atoms 1 to 5:
1 O 0.052
2 C -0.201
3 C -0.311
4 C -0.021
5 C -0.174

***

9.
A structure of composition C5H7NO. Source: the Open Molecules 2025 dataset; level of theory: ωB97M-V/def2-TZVPD.

E_HOMO: -9.61 eV
HOMO-LUMO gap: 10.43 eV

ORCA input file:
```
! wB97M-V def2-TZVPD RIJCOSX def2/J DEFGRID3
* xyz 0 1
O 1.536 -0.762 -1.084
C 1.085 -0.318 0.169
C 0.463 1.060 0.283
C -1.003 0.935 -0.016
C -1.239 -0.472 -0.511
C -0.282 -0.801 0.646
N -0.495 0.580 1.323
H 2.367 -0.301 -1.261
H 1.820 -0.516 0.962
H 0.996 2.010 0.287
H -1.676 1.770 -0.161
H -0.878 -0.628 -1.532
H -2.239 -0.903 -0.400
H -0.457 -1.654 1.294
*
```

These are the Löwdin partial charges, in e, on atoms 1 to 5:
1 O -0.008
2 C -0.318
3 C -0.159
4 C -0.221
5 C -0.071

***

10.
An isolated molecule of C5H7NO. Source: the Open Molecules 2025 dataset; level of theory: ωB97M-V/def2-TZVPD.

E_HOMO: -9.79 eV
HOMO-LUMO gap: 10.70 eV

ORCA input file:
```
! wB97M-V def2-TZVPD RIJCOSX def2/J DEFGRID3
* xyz 0 1
C 0.337 1.986 0.408
C -0.746 0.935 0.328
O -1.919 1.231 0.394
C -0.384 -0.483 0.072
C 0.239 -1.112 -1.143
C 0.614 -1.502 0.250
N -0.725 -1.676 0.822
H 0.321 2.589 -0.506
H 1.338 1.570 0.550
H 0.089 2.649 1.240
H -0.388 -1.763 -1.757
H 0.956 -0.503 -1.697
H 1.553 -1.597 0.777
H -1.286 -2.321 0.262
*
```

These are the Löwdin partial charges, in e, on atoms 1 to 5:
1 C -0.002
2 C -0.374
3 O 0.099
4 C -0.345
5 C -0.014

***

11.
An isolated molecule of C5H7NO. Source: the Open Molecules 2025 dataset; level of theory: ωB97M-V/def2-TZVPD.

E_HOMO: -10.26 eV
HOMO-LUMO gap: 10.92 eV

ORCA input file:
```
! wB97M-V def2-TZVPD RIJCOSX def2/J DEFGRID3
* xyz 0 1
C -1.829 -0.735 -0.423
C -0.717 -0.435 0.543
O -0.611 -0.967 1.619
C 0.367 0.538 0.013
C 1.633 0.496 0.869
C 0.673 0.370 -1.422
N 0.910 0.214 -2.545
H -2.714 -1.175 0.069
H -1.274 -1.405 -1.070
H -2.137 0.128 -1.024
H -0.110 1.526 0.108
H 2.160 -0.452 0.736
H 2.314 1.312 0.616
H 1.337 0.579 1.914
*
```

These are the Löwdin partial charges, in e, on atoms 1 to 5:
1 C -0.008
2 C -0.422
3 O 0.103
4 C -0.289
5 C -0.054

***

12.
A cluster of 3 separate species, C5H7NO in total. Source: the Open Molecules 2025 dataset; level of theory: ωB97M-V/def2-TZVPD.

E_HOMO: -9.32 eV
HOMO-LUMO gap: 10.33 eV

ORCA input file:
```
! wB97M-V def2-TZVPD RIJCOSX def2/J DEFGRID3
* xyz 0 1
C -1.765 -0.328 0.840
C -1.000 -0.316 -0.446
C 1.751 -0.757 0.788
C 1.489 -1.909 0.943
O -1.050 -1.158 -1.298
H -1.055 -0.476 1.653
H -2.495 -1.135 0.847
H -2.256 0.630 0.996
H 1.268 -2.935 1.037
C 0.977 2.244 -0.772
N 1.174 2.535 -1.878
H 1.336 2.762 -2.837
H 1.979 0.266 0.687
H -0.354 0.577 -0.561
*
```

These are the Löwdin partial charges, in e, on atoms 1 to 5:
1 C -0.052
2 C -0.376
3 C -0.007
4 C 0.018
5 O 0.032